#i
Below is 2 unconnected molecules or ions with the total composition C2H4FNO2, with properties calculated with ωB97M-V/def2-TZVPD.

Spin multiplicity: 1
M in g mol⁻¹: 93.057

Last columns: bonded neighbours and bond lengths (Å).
Cartesian coordinates (Å):
1 H 0.667 -1.730 0.291  no bonds
2 H -1.978 -0.619 1.006  N3 1.015
3 N -1.458 -0.037 0.358  H2 1.015, C9 1.328, H10 1.088
4 O -0.129 0.449 -1.814  C6 1.213
5 H 1.926 0.898 0.318  O7 0.960
6 C 0.535 0.389 -0.800  O4 1.213, O7 1.353, C9 1.397
7 O 1.856 0.586 -0.587  H5 0.960, C6 1.353
8 F 0.389 0.106 1.576  C9 1.328
9 C -0.130 -0.017 0.360  N3 1.328, C6 1.397, F8 1.328
10 H -1.676 -0.025 -0.708  N3 1.088

#ii
Below is 2 unconnected molecules or ions with the total composition C2H4FNO2, with properties calculated with ωB97M-V/def2-TZVPD.

Spin multiplicity: 1
M in g mol⁻¹: 93.057

Last columns: bonded neighbours and bond lengths (Å).
Cartesian coordinates (Å):
1 H 0.458 -0.178 2.292  no bonds
2 C 0.122 -0.322 0.040  C4 1.463, F5 1.310, N7 1.402
3 O 1.210 1.613 0.108  N7 1.218
4 C -1.155 0.051 -0.567  C2 1.463, H8 1.061, H9 1.115, H10 1.143
5 F 0.314 -1.612 0.153  C2 1.310
6 O 2.367 -0.188 0.172  N7 1.201
7 N 1.323 0.401 0.105  C2 1.402, O3 1.218, O6 1.201
8 H -1.328 1.096 -0.624  C4 1.061
9 H -1.230 -0.426 -1.572  C4 1.115
10 H -2.082 -0.433 -0.106  C4 1.143

#i is favored, and the nearest alternative lies 393.4 kJ/mol above it.